Formula: C10H12ClN2O5P
Source: OMol25
Level of theory: ωB97M-V/def2-TZVPD

The LUMO energy comes out at -0.35 eV. As for the strongest force on any atom: 2.5 eV/A. As for the SMILES: C[C@]1([N+](=O)[O-])CO[P@](=O)(Nc2cccc(Cl)c2)OC1.

XYZ file:
```
31
Properties=species:S:1:pos:R:3:forces:R:3:mulliken_charge:R:1
Cl 1.5189 -3.4569 -3.1366 0.2 0.7 -0.1 -0.222
P -0.6512 1.2036 -0.1697 0.4 2.4 -0.5 1.014
O 0.4411 0.2642 0.5738 -1.3 -0.3 -0.3 -0.261
O -0.3008 2.6311 -0.0120 -0.4 -0.3 0.6 -0.753
O -2.0978 0.8535 0.5090 1.4 -0.6 -0.1 -0.412
O -0.0143 -0.2379 4.6192 0.2 -0.1 -0.2 -0.577
O -2.1426 0.1301 4.6165 1.6 -0.3 -1.5 -0.578
N -0.6737 0.9895 -1.8861 -0.4 -1.3 2.1 -0.445
N -1.0534 -0.0583 4.0332 -1.5 0.7 1.5 0.946
C 0.3439 0.3764 2.0122 1.2 -0.1 1.2 -0.860
C 1.5725 -1.6965 -3.1055 0.4 0.2 0.7 0.034
C 1.5072 1.0997 -3.0027 0.3 -0.5 -0.2 -0.451
C 2.6466 -0.9822 -3.6152 0.5 0.4 -1.0 -0.348
C -2.0569 0.8914 1.9605 -0.2 0.2 0.6 -0.916
C 0.5478 -1.0280 -2.4457 -0.6 -0.7 -0.6 -0.133
C -1.0205 -0.0935 2.5345 -0.2 -1.1 -1.7 1.102
C 0.4529 0.3470 -2.4610 1.0 0.2 -0.2 0.163
C 2.6045 0.4332 -3.5751 -0.9 -0.6 0.5 -0.652
C -1.3548 -1.5839 2.1573 -0.7 0.1 0.0 -1.507
H -2.1939 -1.9321 2.8004 0.5 0.3 -0.5 0.435
H 3.4818 -1.4932 -4.1464 -0.8 0.4 0.6 0.356
H 3.4139 1.0163 -3.9900 0.1 -0.1 0.0 0.371
H -3.0176 0.6117 2.3622 -0.5 -0.1 -0.4 0.480
H 1.2062 -0.1568 2.4807 -0.8 0.1 -0.7 0.390
H -1.8574 1.9175 2.3206 0.1 -0.4 -0.3 0.442
H 1.4641 2.1890 -2.9454 0.1 -0.3 -0.1 0.362
H -0.5148 -2.2596 2.3252 0.1 0.3 0.1 0.378
H -0.7822 1.9405 -2.2000 0.1 0.3 -0.1 0.416
H 0.4643 1.4223 2.3320 0.0 -0.1 -0.4 0.505
H -0.2632 -1.6185 -2.0442 -0.1 0.0 0.1 0.444
H -1.6707 -1.7194 1.0981 0.3 0.5 0.7 0.277
```
Positions in Å, forces in eV/Å.